Density functional theory data (wB97M-V/def2-TZVPD) for a structure of composition C15H16CeI2O4STi in a non-equilibrium geometry.

Structure (XYZ):
```
40
Properties=species:S:1:pos:R:3
I -0.783 -2.076 -3.786
I 0.050 -3.444 -1.520
Ti 0.187 -1.226 0.280
Ce -1.102 1.325 -0.128
S 1.011 0.093 -1.266
C 0.930 2.470 0.861
C -1.251 2.672 2.110
C 2.950 -0.156 -2.231
C 3.107 -1.610 -2.539
C 3.987 0.354 -1.262
C 2.724 0.731 -3.432
C 0.007 0.398 1.947
C 1.731 -1.905 1.513
O -1.195 3.208 3.134
O 1.795 2.893 1.505
O 0.400 0.475 3.058
O 2.655 -2.124 2.193
H 4.037 -1.766 -3.105
H 2.268 -1.995 -3.127
H 3.160 -2.214 -1.632
H 4.981 0.298 -1.732
H 4.021 -0.246 -0.349
H 3.819 1.393 -0.969
H 3.582 0.682 -4.115
H 2.579 1.776 -3.141
H 1.833 0.420 -3.991
C -1.976 -0.961 -0.125
C -2.931 -0.427 0.916
C -3.663 0.748 0.622
C -4.259 1.452 1.694
C -4.270 0.896 2.971
C -3.663 -0.354 3.211
C -3.041 -1.036 2.176
H -1.771 -2.059 -0.013
H -2.332 -0.808 -1.161
H -3.794 1.072 -0.424
H -4.716 2.429 1.506
H -4.752 1.428 3.798
H -3.755 -0.804 4.204
H -2.556 -2.002 2.350
```

Spin multiplicity = 3
Total charge = +4
⟨S²⟩ = 2.018
Orbital gap (spin up / spin down) = 5.599 / 5.835 eV
ΔE to the lowest compared entry with this formula, charge and spin = 0.00 kcal/mol
M = 734.15 g/mol
Calculated total energy = -87038.2769 eV

Density functional theory data (wB97M-V/def2-TZVPD) for a structure of composition C29H33CdCl5N6OS.

Structure (XYZ):
```
76
Properties=species:S:1:pos:R:3
Cd 0.181 0.158 -0.030
Cl -1.818 0.399 -2.855
C -2.564 1.024 -1.423
C -1.823 1.017 -0.249
C -2.426 1.586 0.868
Cl -1.531 1.585 2.353
C -3.710 2.120 0.843
Cl -4.414 2.795 2.263
C -4.429 2.090 -0.350
Cl -6.017 2.749 -0.412
C -3.855 1.538 -1.493
Cl -4.745 1.498 -2.968
C 2.087 -2.716 -0.698
C 2.910 -1.549 -1.164
C 4.136 -1.798 -1.818
C 4.844 -0.754 -2.329
C 4.383 0.567 -2.144
C 5.074 1.674 -2.670
C 4.625 2.938 -2.396
C 3.514 3.133 -1.569
C 2.797 2.077 -1.031
S 1.485 2.407 0.059
C 3.201 0.746 -1.372
N 2.471 -0.326 -0.948
H 2.099 -3.511 -1.445
H 1.061 -2.418 -0.507
H 2.517 -3.121 0.222
H 4.481 -2.819 -1.926
H 5.766 -0.916 -2.876
H 5.955 1.510 -3.278
H 5.144 3.795 -2.807
H 3.200 4.140 -1.330
C 4.415 -0.755 3.242
C 3.627 0.523 3.027
N 2.357 0.193 2.422
C 1.722 -0.994 2.565
N 0.642 -1.261 1.864
C 0.053 -2.566 2.100
C 0.024 -2.877 3.588
C 1.459 -2.937 4.070
N 2.259 -1.885 3.462
C 3.558 -1.681 4.080
H 5.362 -0.556 3.743
H 4.618 -1.220 2.273
H 4.155 1.206 2.360
H 3.485 1.036 3.985
H 2.005 0.841 1.720
H 0.627 -3.352 1.587
H -0.951 -2.570 1.687
H -0.472 -3.829 3.783
H -0.523 -2.086 4.104
H 1.899 -3.911 3.824
H 1.504 -2.824 5.159
H 4.037 -2.660 4.182
H 3.443 -1.273 5.093
C -0.772 -4.041 -2.626
N -1.740 -4.088 -1.546
C -2.657 -5.210 -1.560
C -3.300 -5.364 -0.196
C -3.961 -4.050 0.171
N -3.006 -2.961 0.072
C -3.369 -1.723 0.738
C -1.914 -2.984 -0.753
O -1.116 -2.045 -0.806
H -0.067 -4.871 -2.544
H -0.235 -3.100 -2.574
H -1.282 -4.107 -3.591
H -2.088 -6.106 -1.818
H -3.429 -5.074 -2.329
H -2.529 -5.601 0.541
H -4.033 -6.170 -0.205
H -4.324 -4.082 1.200
H -4.829 -3.870 -0.476
H -3.756 -1.944 1.735
H -4.132 -1.176 0.176
H -2.495 -1.087 0.827
```

Total charge = 0
Orbital gap = 7.253 eV
ΔE to the lowest compared entry with this formula, charge and spin = 0.00 kcal/mol
M = 803.37 g/mol
Calculated total energy = -119611.8110 eV

Density functional theory data (wB97M-V/def2-TZVPD) for a cluster of 5 separate species, C3H17NO4S in total in a non-equilibrium geometry.

Structure (XYZ):
```
26
Properties=species:S:1:pos:R:3
C 0.166 1.224 3.300
C -0.131 0.893 1.804
C 0.115 2.232 0.993
S 1.324 2.179 -0.429
N 0.752 -0.214 1.292
H -0.620 1.653 3.966
H 0.248 0.173 3.826
H 1.207 1.686 3.514
H -1.220 0.585 1.632
H 0.581 3.078 1.717
H -0.802 2.596 0.616
H 2.210 3.046 0.018
H 0.557 -1.210 1.595
H 1.741 -0.155 1.506
H 0.618 -0.740 -2.209
H 0.505 -2.129 -2.693
O -0.049 -1.441 -2.312
H -1.322 -0.236 -0.131
H -2.498 -0.801 -0.840
O -2.253 -0.403 -0.038
H 0.739 -3.659 0.325
H 1.482 -3.610 -0.795
O 1.580 -4.084 -0.026
H -1.679 -1.169 -3.050
H -2.722 -2.087 -2.908
O -2.574 -1.133 -3.230
```

Total charge = 0
SMILES = C[C@H](N)CS.O.O.O.O
Orbital gap = 9.172 eV
ΔE to the lowest compared entry with this formula, charge and spin = 18.88 kcal/mol
M = 163.24 g/mol
Calculated total energy = -23900.4261 eV

Density functional theory data (wB97M-V/def2-TZVPD) for a cluster of 2 separate species, C9H13NO in total in a non-equilibrium geometry.

Structure (XYZ):
```
24
Properties=species:S:1:pos:R:3
C -1.520 1.091 -0.848
C -0.412 1.941 -0.868
C 0.779 1.340 -1.412
C 0.814 0.183 -2.180
C -0.321 -0.592 -2.255
C -1.461 -0.176 -1.632
C -1.368 -1.178 2.187
C 0.170 -0.960 2.170
C 2.045 -0.102 0.987
H -2.589 1.631 -0.778
H -0.369 2.922 -0.300
H 1.682 1.973 -1.355
H 1.639 0.057 -2.772
H -0.161 -1.499 -2.893
H -2.461 -0.797 -1.900
H -1.938 -1.534 1.207
H -1.667 -0.100 2.435
H -1.545 -1.998 3.147
H 0.241 -0.775 -0.015
H 2.376 -0.540 1.893
H 2.578 -0.285 0.004
H 2.002 1.036 0.933
N 0.645 -0.377 1.036
O 0.841 -1.262 3.209
```

Total charge = 0
SMILES = CNC(C)=O.c1ccccc1
Orbital gap = 9.803 eV
ΔE to the lowest compared entry with this formula, charge and spin = 87.16 kcal/mol
M = 151.21 g/mol
Calculated total energy = -13078.2923 eV